(1)
This record from OMol25 describes C22H43BrClO4S as an isolated structure. The level of theory is ωB97M-V/def2-TZVPD.

Each line ends with the Mulliken charge.
Atoms and positions in Å:
C1 -7.0613 -0.6540 2.2615  -1.28
C2 -6.6843 -2.0289 1.7131  -0.35
C3 -5.2203 -2.0984 1.2625  -0.70
C4 -4.9501 -3.1835 0.2049  -0.80
C5 -4.2819 -4.4652 0.7418  -0.79
C6 -3.0985 -4.9160 -0.1165  -1.14
C7 -1.8980 -3.9660 0.0442  -0.53
C8 -0.7648 -4.5454 0.9127  -0.51
C9 -0.0877 -3.5155 1.8387  -1.11
C10 1.2998 -3.0714 1.3633  -0.87
C11 1.2188 -1.8404 0.4405  0.39
C12 2.3700 -1.7817 -0.5647  -1.05
C13 3.6652 -1.2412 0.0556  -0.66
C14 3.4442 0.1837 0.5895  -0.04
C15 4.5948 1.1800 0.3663  -1.12
C16 4.0587 2.5377 -0.1494  0.12
C17 4.6614 3.7232 0.6013  -0.72
C18 3.9639 5.0974 0.4180  -0.99
C19 2.5925 5.1189 -0.2567  -0.80
C20 2.6191 4.9940 -1.7802  -0.65
C21 1.2561 4.6588 -2.3539  0.23
O1 0.7889 5.6722 -3.2971  -0.38
S1 -0.2423 5.0320 -4.3244  1.11
O2 0.3698 4.9395 -5.6049  -0.57
O3 -1.5025 5.6607 -4.1916  -0.58
O4 -0.2700 3.5822 -3.6707  -0.36
C22 1.0782 3.3855 -3.1559  -0.36
Cl1 1.1820 1.9114 -2.2693  0.03
H1 -6.5783 -0.4736 3.2221  0.31
H2 -6.7227 0.1238 1.5775  0.34
H3 -8.1378 -0.5575 2.3998  0.37
H4 -7.3370 -2.2425 0.8636  0.34
H5 -6.8617 -2.7886 2.4770  0.24
H6 -4.6177 -2.3264 2.1437  0.31
H7 -4.8929 -1.1220 0.9062  0.43
H8 -5.8993 -3.4779 -0.2481  0.50
H9 -4.3436 -2.7658 -0.5988  0.40
H10 -3.9117 -4.2974 1.7566  0.33
H11 -5.0240 -5.2639 0.8103  0.45
H12 -3.4162 -4.9890 -1.1584  0.39
H13 -2.8133 -5.9185 0.2112  0.43
H14 -2.2257 -3.0262 0.4904  0.39
H15 -1.5205 -3.7177 -0.9489  0.33
H16 -1.1968 -5.3339 1.5344  0.44
H17 -0.0176 -5.0106 0.2680  0.32
H18 -0.7277 -2.6412 1.9611  0.40
H19 0.0292 -3.9722 2.8245  0.43
H20 1.8931 -2.8277 2.2494  0.34
H21 1.8184 -3.9012 0.8693  0.38
H22 0.2575 -1.8909 -0.0724  0.34
H23 1.1943 -0.9353 1.0778  -0.38
H24 2.5597 -2.7916 -0.9449  0.54
H25 2.0561 -1.1377 -1.3909  0.20
H26 4.4203 -1.2394 -0.7346  0.43
H27 3.9374 -1.9113 0.8735  0.30
H28 2.5421 0.5617 0.1115  -0.19
H29 3.2043 0.1363 1.6500  0.34
H30 5.1276 1.3447 1.3054  0.39
H31 5.3127 0.7405 -0.3294  0.37
H32 2.9791 2.4970 -0.0407  0.17
H33 4.3618 2.6217 -1.1938  0.10
H34 5.6855 3.8262 0.2317  0.11
H35 4.7505 3.5069 1.6653  0.51
H36 4.6267 5.8109 -0.0766  0.40
H37 3.7965 5.5056 1.4164  0.32
H38 1.9324 4.3603 0.1661  0.50
H39 2.1199 6.0744 -0.0141  0.51
H40 3.3594 4.2560 -2.0877  0.23
H41 2.9239 5.9432 -2.2231  0.44
H42 0.5086 4.6016 -1.5583  0.44
H43 1.7499 3.3913 -4.0155  0.39
Br1 -0.0041 0.8880 1.4945  -0.85

Lowest unoccupied orbital energy   2.64 eV
Max |F|   1.16 eV Å⁻¹
Charge   -1
HOMO level   -4.03 eV
E_tot   -125103.3614 eV

=====

(2)
This record from OMol25 describes a 6-piece molecular cluster, C22H43Cl15N6O2P overall. The level of theory is ωB97M-V/def2-TZVPD.

Each line ends with the Mulliken charge.
Atoms and positions in Å:
C1 -3.2615 2.6404 2.9140  -0.93
C2 -3.4035 3.7324 1.8269  -0.56
C3 -2.1545 3.8653 0.9220  -0.25
C4 -2.5146 3.9461 -0.5604  -0.99
C5 -1.3061 3.7332 -1.4767  -0.81
C6 -0.7349 2.3185 -1.2936  0.31
C7 -0.2402 1.6772 -2.6008  0.68
C8 1.0546 0.8728 -2.4660  -0.39
N1 0.8546 -0.5834 -2.4881  -0.17
C9 0.8498 -1.2834 -1.3177  -0.45
N2 1.4973 -0.7998 -0.1831  1.12
C10 2.7868 -1.4245 0.1143  -0.38
C11 3.5706 -0.6446 1.1679  -0.85
O1 3.4130 -1.3118 2.4322  -0.30
C12 3.4187 -0.4977 3.5110  0.19
O2 2.7095 0.4649 3.6215  -0.45
C13 0.6540 -0.4213 0.9846  -1.30
N3 -0.7469 -0.3438 0.6227  0.54
C14 -1.6556 -1.2519 1.3522  -0.91
N4 0.2785 -2.4749 -1.3699  0.80
N5 -0.2971 -2.9396 -2.5358  -1.20
C15 -1.5682 -3.2012 -2.5924  0.65
C16 -2.6055 -2.1382 -2.3685  -0.55
C17 -2.0494 -4.5631 -2.9621  -1.07
P1 0.2187 -3.6782 -0.0909  0.54
N6 1.0677 -4.9220 -0.4705  -0.80
H1 -3.3147 3.0634 3.9152  0.33
H2 -4.0765 1.9218 2.8317  0.26
H3 -2.3200 2.0940 2.8365  0.19
H4 -4.2486 3.4649 1.1955  0.34
H5 -3.5837 4.6774 2.3332  0.35
H6 -1.5040 3.0147 1.1370  -0.04
H7 -1.6094 4.7669 1.2087  0.40
H8 -3.2648 3.1760 -0.7677  0.46
H9 -2.9891 4.9111 -0.7494  0.39
H10 -0.5752 4.4956 -1.1959  0.33
H11 -1.6182 3.9198 -2.5048  0.37
H12 -1.5193 1.7030 -0.8523  0.00
H13 0.1097 2.3879 -0.6048  0.17
H14 -0.0100 2.5166 -3.2605  -0.50
H15 -1.0221 1.1056 -3.1015  -0.09
H16 1.6227 1.2327 -1.6106  0.30
H17 1.6490 1.1124 -3.3466  -0.28
H18 1.4018 -1.0447 -3.2070  0.35
H19 2.7299 -2.4626 0.4587  0.14
H20 3.3902 -1.4095 -0.7944  0.44
H21 3.2192 0.3830 1.2147  0.44
H22 4.6244 -0.6759 0.8981  0.50
H23 4.1157 -0.7874 4.3013  0.40
H24 0.8493 -1.0795 1.8375  0.52
H25 0.9896 0.5623 1.3148  0.40
H26 -1.0466 0.5885 0.8699  -0.19
H27 -2.4123 -0.6947 1.8995  0.32
H28 -2.2090 -1.8649 0.6339  0.09
H29 -1.1337 -1.9390 2.0166  0.34
H30 -2.1058 -1.2201 -2.0583  -0.25
H31 -3.0277 -1.9492 -3.3592  0.41
H32 -3.3876 -2.4395 -1.6752  0.38
H33 -2.3695 -4.6310 -4.0034  0.33
H34 -1.2347 -5.2676 -2.8113  0.30
H35 -2.8696 -4.8314 -2.2966  0.35
H36 0.6680 -3.1161 1.1073  0.08
H37 -1.1361 -3.9956 0.0453  -0.03
H38 1.7981 -5.0849 0.2131  0.26
C18 -3.9846 2.7654 -4.6825  -0.23
Cl1 -2.7942 3.0167 -5.9607  -0.11
Cl2 -3.3987 1.5609 -3.5222  0.00
Cl3 -4.3699 4.2758 -3.8724  -0.10
H39 -4.8892 2.3820 -5.1347  0.43
C19 2.0279 1.0425 7.1139  0.33
Cl4 2.6021 2.5810 7.7444  -0.12
Cl5 3.3120 -0.1748 7.1799  -0.15
Cl6 0.6062 0.4882 7.9926  -0.13
H40 1.7587 1.1781 6.0745  0.05
C20 -1.1677 -7.9297 -0.2440  0.19
Cl7 -1.5407 -8.1134 -1.9566  -0.13
Cl8 -2.2264 -6.7104 0.4939  -0.14
Cl9 -1.3094 -9.4604 0.6029  -0.11
H41 -0.1492 -7.5735 -0.1555  0.19
C21 7.0367 1.0518 5.8417  0.55
Cl10 8.2403 0.1483 6.7527  -0.11
Cl11 7.1455 2.7735 6.1859  -0.12
Cl12 7.2070 0.7508 4.1033  -0.15
H42 6.0568 0.7097 6.1456  -0.16
C22 1.3828 3.5463 -5.9333  0.34
Cl13 2.3225 2.0767 -5.6277  -0.16
Cl14 1.1757 4.4685 -4.4422  -0.12
Cl15 2.1365 4.5259 -7.1788  -0.11
H43 0.4041 3.2447 -6.2824  0.05

Lowest unoccupied orbital energy   -3.46 eV
Max |F|   3.06 eV Å⁻¹
Charge   +1
HOMO level   -12.05 eV
E_tot   -233661.6826 eV

=====

(3)
This record from OMol25 describes C22H43Cl2N2O41PS9Si2 as an isolated structure. The level of theory is ωB97M-V/def2-TZVPD.

Each line ends with the Mulliken charge.
Atoms and positions in Å:
C1 -2.8208 3.2607 -1.5591  -1.36
C2 -1.4746 2.6425 -1.0632  0.28
Cl1 -0.0082 3.5867 -1.4299  0.04
C3 -1.4723 1.4565 -0.3790  0.03
Cl2 -3.1162 0.7358 -0.0978  -0.08
Si1 0.1076 0.6596 0.2510  0.88
O1 0.6010 1.5735 1.6633  -0.37
C4 1.7004 0.8802 2.1863  0.32
N1 2.7007 0.3957 2.3916  -0.31
O2 -0.0650 -0.9411 0.7812  0.02
Si2 -0.6541 -1.9961 -0.4225  0.04
O3 0.4847 -3.1815 -0.9246  0.07
N2 0.6554 -3.0244 -2.2864  0.29
O4 0.3736 -3.9992 -2.8801  -0.33
P1 1.8331 0.7105 -1.1528  0.27
O5 2.7551 1.8241 -0.6690  -0.51
H1 -3.4043 3.7162 -0.7251  0.45
H2 -3.4490 2.5016 -2.0978  0.40
H3 -2.6213 4.0681 -2.3063  0.26
H4 -1.7725 -2.7371 0.1918  -0.14
H5 -1.2619 -1.2619 -1.5546  -0.12
H6 1.3642 1.1315 -2.4427  -0.06
H7 2.5667 -0.5137 -1.2033  0.06
C5 0.4223 3.9178 -6.6408  -0.39
C6 1.0006 2.7771 -5.8328  -0.09
O6 0.1227 2.6402 -4.7065  -0.18
S1 -1.3750 3.0352 -5.1540  1.16
O7 -2.0849 1.8427 -5.4556  -0.65
O8 -1.8685 4.0173 -4.2539  -0.50
O9 -0.9966 3.7603 -6.5465  -0.33
H8 0.6872 4.8847 -6.2052  0.29
H9 0.7409 3.8907 -7.6813  0.34
H10 2.0183 2.9824 -5.5084  0.17
H11 0.9753 1.8386 -6.3939  0.30
C7 4.7560 -5.5682 0.8201  -0.44
C8 4.4215 -5.0815 2.2169  -0.31
O10 3.2622 -4.2628 2.0510  -0.09
S2 2.3733 -4.8396 0.8358  1.05
O11 1.3348 -5.6482 1.3806  -0.53
O12 2.1085 -3.7800 -0.0773  -0.59
O13 3.4915 -5.8154 0.1987  -0.35
H12 5.2737 -4.7968 0.2446  0.28
H13 5.3582 -6.4752 0.8322  0.33
H14 5.2330 -4.5121 2.6658  0.40
H15 4.1568 -5.9139 2.8732  0.19
C9 5.2221 3.2196 3.5770  -0.19
C10 5.1300 1.9309 4.3694  -0.23
O14 6.0536 2.0968 5.4493  -0.33
S3 6.1055 3.6560 5.8664  1.07
O15 5.2481 3.8519 6.9821  -0.53
O16 7.4622 4.0768 5.8596  -0.53
O17 5.3707 4.2507 4.5561  -0.34
H16 6.1079 3.2280 2.9361  0.26
H17 4.3352 3.3947 2.9700  0.25
H18 5.3873 1.0576 3.7740  0.29
H19 4.1320 1.7988 4.7943  0.25
C11 -7.6072 2.2721 -2.1819  -0.29
C12 -7.6287 0.9674 -1.4085  -0.33
O18 -6.6955 1.1589 -0.3412  -0.27
S4 -6.7073 2.7119 0.1005  1.00
O19 -7.5529 2.8492 1.2325  -0.56
O20 -5.3697 3.1945 0.0753  -0.44
O21 -7.4881 3.2932 -1.1868  -0.30
H20 -6.7342 2.3304 -2.8368  0.25
H21 -8.5107 2.4183 -2.7712  0.30
H22 -7.3421 0.1154 -2.0218  0.33
H23 -8.6124 0.7835 -0.9686  0.28
C13 5.1901 3.2298 -1.9562  -0.24
C14 6.1870 4.2664 -2.4389  -0.44
O22 5.6718 4.7094 -3.6988  -0.33
S5 4.0608 4.6487 -3.6540  1.06
O23 3.5673 5.9460 -3.3526  -0.58
O24 3.6074 3.9018 -4.7810  -0.65
O25 3.9130 3.7374 -2.3425  -0.15
H24 5.3419 2.2704 -2.4569  0.25
H25 5.2313 3.0842 -0.8789  0.25
H26 7.1893 3.8586 -2.5547  0.32
H27 6.2210 5.1272 -1.7659  0.32
C15 -0.7357 -0.7948 4.1322  0.75
C16 -0.1705 -1.9478 4.9388  -0.27
O26 -1.0440 -2.0738 6.0639  -0.33
S6 -2.5396 -1.6553 5.6213  1.06
O27 -3.2663 -2.8402 5.3197  -0.54
O28 -3.0175 -0.6744 6.5291  -0.55
O29 -2.1560 -0.9329 4.2289  -0.26
H28 -0.4571 0.1688 4.5682  0.26
H29 -0.4160 -0.8198 3.0940  -0.54
H30 0.8511 -1.7675 5.2628  0.19
H31 -0.2114 -2.8826 4.3728  0.28
C17 1.4027 -5.9739 6.1372  -0.23
C18 2.7947 -6.5483 5.9549  -0.38
O30 3.5498 -5.4935 5.3504  -0.29
S7 2.9931 -4.0716 5.8838  1.01
O31 3.8239 -3.6362 6.9485  -0.61
O32 2.6943 -3.2570 4.7548  -0.35
O33 1.6081 -4.6095 6.5123  -0.30
H32 0.8418 -5.9891 5.1990  0.19
H33 0.8368 -6.4984 6.9051  0.34
H34 2.7994 -7.4353 5.3240  0.33
H35 3.2549 -6.7851 6.9176  0.29
C19 -4.8869 7.0438 -5.8762  -0.38
C20 -3.7632 6.1209 -6.3062  -0.18
O34 -4.3657 4.8283 -6.3964  -0.20
S8 -5.9055 4.9909 -6.8531  1.02
O35 -5.9837 4.7807 -8.2558  -0.56
O36 -6.7245 4.2916 -5.9258  -0.50
O37 -6.0434 6.5753 -6.5738  -0.33
H36 -5.0790 6.9603 -4.8035  0.30
H37 -4.6860 8.0840 -6.1275  0.33
H38 -2.9376 6.1113 -5.5969  0.25
H39 -3.3874 6.3886 -7.2975  0.24
C21 -2.0837 -6.5833 1.2766  0.10
C22 -1.9287 -7.9670 0.6775  -0.37
O38 -3.2647 -8.4101 0.4275  -0.34
S9 -4.1856 -7.1347 0.0565  1.07
O39 -4.2825 -7.0470 -1.3586  -0.53
O40 -5.3250 -7.1441 0.9030  -0.54
O41 -3.1700 -5.9861 0.5637  -0.24
H40 -2.3587 -6.6377 2.3334  0.26
H41 -1.1811 -5.9838 1.1679  -0.03
H42 -1.4139 -8.6547 1.3458  0.32
H43 -1.4006 -7.9270 -0.2790  0.33

Lowest unoccupied orbital energy   -0.63 eV
Max |F|   6.50 eV Å⁻¹
Charge   0
HOMO level   -9.93 eV
E_tot   -258034.8551 eV

=====

Q: What is the formula in the first record?
A: C22H43BrClO4S

=====

Q: Which of these has the highest HOMO level?
A: C22H43BrClO4S